# C40H107N7O10

A 10-piece molecular cluster, C40H107N7O10 overall in a non-equilibrium geometry (the ωB97M-V functional and the def2-TZVPD basis, the OMol25 dataset).

Properties
Gap between HOMO and LUMO in Eh: 0.33545
E_HOMO in eV: -8.71
LUMO in Eh: 0.01553
Energy in hartree: -2723.59107

Each line ends with the Löwdin charge.
CARTESIAN COORDINATES (ANGSTROEM)
C1 -3.29081 -5.31170 3.31362  -0.0488
C2 -2.36257 -4.09249 3.07938  -0.4694
C3 -1.18320 -4.05522 4.02031  -0.2187
O1 -1.60211 -3.76362 5.31103  -0.1999
C4 -0.64706 -3.45546 6.31453  -0.0884
N1 -1.98849 -4.38456 1.75359  0.0223
H1 -4.08069 -5.32386 2.56259  0.0774
H2 -3.65665 -5.10601 4.31958  0.0694
H3 -2.71217 -6.23523 3.33307  0.0837
H4 -2.91334 -3.15198 3.09358  0.1248
H5 -0.58530 -3.22308 3.64863  0.1068
H6 -0.55876 -4.94473 3.93698  0.1368
H7 -0.15812 -2.48496 6.22991  0.0829
H8 0.11719 -4.23084 6.36741  0.0860
H9 -1.12744 -3.43086 7.29266  0.0882
H10 -2.76384 -4.25368 1.11972  0.0835
H11 -1.25665 -3.74963 1.46831  0.0569
C5 1.95420 4.70024 1.02004  -0.0559
C6 3.03069 5.35860 1.92976  -0.3607
C7 2.50919 6.75405 2.34406  -0.2313
O2 1.43748 6.74163 3.25919  -0.2015
C8 0.94617 8.00201 3.79780  -0.0684
N2 3.10151 4.51841 3.17760  0.0341
H12 2.08685 3.62295 0.92026  0.0552
H13 1.97013 5.17112 0.03713  0.0815
H14 1.02248 4.93781 1.53342  0.0768
H15 3.94258 5.38933 1.33343  0.1359
H16 2.30234 7.39892 1.48998  0.1230
H17 3.32288 7.27514 2.84851  0.1159
H18 -0.10393 8.19935 3.58230  0.0777
H19 1.49812 8.87558 3.45089  0.0842
H20 0.89501 8.01232 4.88655  0.0795
H21 3.49635 5.11328 3.89197  0.0788
H22 2.13737 4.47387 3.47517  0.0730
C9 2.01990 2.03588 -6.07766  -0.0597
C10 3.02794 3.03807 -5.43684  -0.3866
C11 4.05025 2.16838 -4.55405  -0.1525
O3 5.12114 2.97248 -3.97550  -0.2059
C12 5.82246 2.36663 -2.90597  -0.1166
N3 3.78107 3.81944 -6.42074  0.0414
H23 1.39126 2.60011 -6.76654  0.0697
H24 1.39791 1.49667 -5.36318  0.0662
H25 2.47373 1.22223 -6.64345  0.0591
H26 2.53507 3.70617 -4.73057  0.1320
H27 4.62809 1.44945 -5.13486  0.1004
H28 3.50613 1.65909 -3.75866  0.0915
H29 5.11654 2.32048 -2.07672  0.0683
H30 6.70267 2.91351 -2.56795  0.0885
H31 6.11975 1.33598 -3.09954  0.0776
H32 3.03215 4.36845 -6.81799  0.0616
H33 4.03185 3.18750 -7.16764  0.0675
C13 4.90433 -1.17579 -7.35181  -0.0667
C14 5.87058 -1.18722 -6.18769  -0.4435
C15 5.22219 -1.78082 -4.90517  -0.1601
O4 4.01109 -1.07956 -4.55658  -0.2163
C16 3.34696 -1.56669 -3.42378  -0.1148
N4 7.01682 -1.97251 -6.57680  0.0306
H34 4.70116 -2.15955 -7.77495  0.0825
H35 5.33370 -0.63793 -8.19706  0.0776
H36 4.03594 -0.61852 -7.00047  0.0573
H37 6.19334 -0.17505 -5.94390  0.1330
H38 5.88063 -1.61178 -4.05313  0.1186
H39 5.05503 -2.85599 -4.96978  0.1232
H40 3.94488 -1.60294 -2.51313  0.0916
H41 2.93558 -2.56497 -3.57307  0.0691
H42 2.51265 -0.89667 -3.21618  0.0740
H43 7.55837 -1.42629 -7.23137  0.0740
H44 6.65881 -2.79298 -7.04451  0.0670
C17 -2.84326 0.74869 5.12974  -0.0371
C18 -3.60397 -0.25741 6.05746  -0.4306
C19 -4.95394 0.21442 6.60798  -0.2177
O5 -5.38849 -0.68894 7.60378  -0.1775
C20 -6.60698 -0.28543 8.19482  -0.1118
N5 -3.83881 -1.51709 5.38562  0.0414
H45 -2.69356 1.72154 5.59798  0.0693
H46 -3.42255 0.90294 4.21940  0.0615
H47 -1.85782 0.36120 4.87115  0.0628
H48 -3.01596 -0.63114 6.89572  0.1297
H49 -5.62188 0.26646 5.74818  0.1305
H50 -4.72609 1.20637 6.99814  0.1220
H51 -6.91646 -0.86011 9.06779  0.0878
H52 -7.43158 -0.27751 7.48203  0.0843
H53 -6.53655 0.75637 8.50754  0.0798
H54 -2.97962 -1.99179 5.14784  0.0391
H55 -4.30170 -2.10017 6.06815  0.0719
C21 1.77147 -4.24217 -1.18824  -0.0716
C22 0.42651 -4.67502 -1.78609  -0.4077
C23 0.31100 -4.28982 -3.30158  -0.2131
O6 -0.92520 -4.80349 -3.78251  -0.1953
C24 -1.22840 -4.28932 -5.08867  -0.0991
N6 0.39427 -6.12520 -1.77809  0.0351
H56 2.71521 -4.55228 -1.63687  0.0826
H57 1.78761 -4.44372 -0.11716  0.0701
H58 1.83304 -3.16411 -1.33691  0.0513
H59 -0.44823 -4.32900 -1.23544  0.1285
H60 1.21116 -4.63567 -3.80972  0.1212
H61 0.29167 -3.21158 -3.46006  0.1041
H62 -1.53269 -3.24431 -5.14748  0.0742
H63 -2.09930 -4.79995 -5.49961  0.0858
H64 -0.47558 -4.56363 -5.82766  0.0873
H65 -0.42763 -6.20937 -2.35903  0.0545
H66 1.09269 -6.49834 -2.40504  0.0711
C25 5.82382 1.20876 0.94345  -0.0563
C26 4.50628 1.19752 1.75669  -0.4155
C27 4.28464 -0.19535 2.37420  -0.1850
O7 3.90457 -1.07210 1.29900  -0.2162
C28 3.80430 -2.44253 1.61772  -0.1055
N7 4.63852 2.09852 2.89028  0.0281
H67 5.95987 2.15208 0.41455  0.0581
H68 5.75915 0.49338 0.12360  0.0673
H69 6.66640 1.08950 1.62458  0.0785
H70 3.68468 1.48055 1.09869  0.1103
H71 3.43871 -0.16427 3.06089  0.1115
H72 5.10629 -0.61956 2.95130  0.1281
H73 3.07354 -2.54995 2.41932  0.0857
H74 4.80193 -2.84791 1.78652  0.0912
H75 3.39824 -3.06770 0.82250  0.0552
H76 3.98135 1.87730 3.62464  0.0552
H77 4.27273 3.01017 2.65536  0.0107
C29 -7.18329 -1.04154 -1.85048  -0.0675
C30 -5.88345 -0.32261 -2.16657  -0.2673
O8 -4.83650 -1.29385 -2.26519  -0.1790
C31 -3.50808 -0.78206 -2.11146  -0.2480
C32 -2.57018 -1.86162 -2.71602  -0.0553
H78 -8.00022 -0.32956 -1.96799  0.0654
H79 -7.29919 -1.92016 -2.48506  0.0734
H80 -7.26609 -1.45871 -0.84688  0.0750
H81 -5.82545 0.33180 -3.03633  0.1167
H82 -5.62602 0.38962 -1.38264  0.0924
H83 -3.45900 0.16107 -2.65569  0.1177
H84 -3.22785 -0.69877 -1.06139  0.0944
H85 -2.41343 -2.69647 -2.03296  0.0687
H86 -1.60697 -1.41026 -2.95391  0.0576
H87 -3.04071 -2.27112 -3.60989  0.0700
C33 -3.54523 2.33227 0.34631  -0.0705
C34 -4.75117 2.73299 1.15825  -0.2857
O9 -5.89350 2.51663 0.36078  -0.1810
C35 -7.11897 2.89034 1.02030  -0.2452
C36 -8.24017 2.92866 -0.04741  -0.0614
H88 -2.61648 2.19366 0.89977  0.0660
H89 -3.70749 1.32899 -0.04765  0.0474
H90 -3.39536 2.82218 -0.61579  0.0836
H91 -4.80858 2.09942 2.04335  0.1110
H92 -4.68468 3.77919 1.45682  0.1148
H93 -7.30667 2.16353 1.81062  0.1152
H94 -6.97126 3.87059 1.47350  0.1065
H95 -9.20913 3.19950 0.37194  0.0704
H96 -8.35926 1.90324 -0.39731  0.0561
H97 -8.00909 3.50597 -0.94264  0.0753
C37 -1.32860 -0.64812 1.74414  -0.0662
C38 -0.06271 -0.29915 0.95094  -0.1934
O10 -0.54680 0.41563 -0.25165  -0.1828
C39 0.28460 0.49102 -1.40252  -0.2959
C40 1.28000 1.55158 -1.15435  -0.0668
H98 -2.02493 -1.26992 1.18148  0.0655
H99 -1.08610 -1.24769 2.62153  0.0534
H100 -1.95181 0.18717 2.06350  0.0582
H101 0.61101 0.28990 1.57320  0.1082
H102 0.48262 -1.19669 0.65917  0.1084
H103 0.64987 -0.51404 -1.61353  0.0983
H104 -0.27703 0.70571 -2.31169  0.1141
H105 0.75689 2.48605 -0.95131  0.0846
H106 1.94104 1.59315 -2.02003  0.0651
H107 1.85319 1.34998 -0.24942  0.0557

Force components x, y, z for each atom (eV/Å):
0.122 1.467 1.978
-1.812 -1.987 0.160
0.654 0.871 -0.801
-0.776 0.233 1.245
0.150 -0.516 -0.041
2.260 0.463 -2.005
-0.024 -0.136 0.236
-0.811 -0.655 0.074
-0.028 0.116 -0.248
-0.183 0.171 0.751
0.609 0.279 -0.064
-0.096 -0.381 0.150
0.018 0.195 -0.615
0.199 -0.066 -0.092
-0.414 -0.175 -0.218
-0.040 -0.037 -0.033
0.236 0.188 -0.550
0.469 0.649 0.658
-2.386 -0.798 0.501
1.389 1.457 0.027
-1.269 0.004 0.557
0.070 -0.326 -0.340
0.246 0.989 -1.053
0.035 0.067 0.052
-0.135 -0.069 -0.019
-0.381 -0.362 -0.367
0.362 0.303 0.671
-0.349 -0.169 -0.426
0.520 0.059 0.114
-0.086 -0.452 -0.850
0.306 -0.177 -0.046
0.828 -0.441 0.139
0.483 0.000 0.309
-0.343 -0.303 0.083
0.119 0.461 0.254
1.875 -2.465 1.201
0.885 1.361 -0.104
-0.335 0.582 -0.426
-1.280 -0.412 0.230
-1.051 -0.062 0.383
-0.248 -0.102 0.020
-0.162 0.354 0.285
0.539 0.246 -0.139
-0.113 0.126 -0.189
-0.724 -0.417 -0.434
-0.114 -0.159 0.049
0.086 -0.135 0.527
-0.160 0.373 -0.526
0.135 -0.208 -0.358
0.192 0.681 -0.535
0.337 -0.195 -0.213
-0.342 1.208 0.066
-0.885 -0.712 0.192
-0.074 0.923 0.616
0.408 -0.172 -0.845
-0.287 -0.022 0.130
0.727 -0.154 0.815
-0.394 -0.191 0.550
0.131 0.292 0.052
-0.526 -0.362 -0.506
-0.014 0.072 -0.041
0.518 -0.215 -0.046
-0.177 -0.207 -0.318
0.463 0.095 0.039
-0.020 -0.257 -0.192
-0.028 0.069 -0.117
0.160 -0.229 -0.154
0.328 -0.178 -0.202
-0.826 -0.561 0.901
0.518 -0.648 0.044
1.539 0.194 -0.499
-0.195 -0.100 0.146
-0.297 0.899 -0.261
-0.731 -0.382 -1.257
-0.055 -0.015 0.164
0.011 -0.088 -0.095
-0.076 -0.131 -0.052
0.543 1.386 0.710
-0.474 0.079 0.085
-0.625 0.305 0.400
0.554 -0.386 -0.211
-0.096 -0.349 -0.285
0.168 0.221 0.274
0.161 -0.055 0.044
-0.151 -0.357 -0.104
-0.749 1.658 0.133
2.112 -0.596 -1.666
-0.527 1.260 1.383
0.279 0.497 -1.079
-0.667 -1.100 -0.292
-1.302 -0.440 0.090
-0.378 -0.869 -0.311
0.057 -0.104 -0.075
0.000 0.444 0.429
0.214 0.284 0.109
-0.054 -0.559 -0.363
0.055 0.401 0.175
0.655 0.286 0.465
-0.247 -0.360 0.568
0.572 0.435 0.191
-0.699 -1.315 0.186
0.659 0.102 0.054
-0.870 0.387 -0.208
1.458 -0.715 0.794
-1.212 -0.641 -1.325
0.102 0.111 -0.679
-0.043 0.303 0.123
0.079 0.416 0.051
-0.071 0.352 0.264
0.280 -0.462 0.294
0.007 -0.329 -0.192
-0.306 -0.356 -0.060
-0.274 0.200 0.279
0.535 0.301 -0.216
0.375 -0.348 0.630
-0.006 -0.161 0.732
-0.054 0.677 -0.566
-0.108 -0.505 0.192
0.319 0.363 -0.153
0.002 0.157 -0.412
1.223 -0.145 1.054
0.003 -0.049 0.252
-0.254 -1.617 -0.671
-0.513 0.706 0.126
-0.213 -0.215 -0.188
-0.181 0.265 -0.412
0.504 0.367 0.219
-0.709 -0.318 -0.659
-0.148 -0.039 0.570
0.369 0.220 0.127
-0.237 0.582 0.133
-0.035 0.090 0.100
0.093 -0.116 -0.070
0.136 0.126 -0.103
0.175 -1.420 -0.761
0.302 -0.098 -0.476
-0.781 0.311 -0.006
0.397 0.285 -1.263
0.441 -1.075 0.549
-0.008 0.636 0.084
-0.307 -0.410 0.333
0.060 0.919 0.416
0.029 0.011 0.357
-0.111 0.211 0.198
-0.321 -0.054 0.092
-0.083 0.183 0.138
0.135 0.292 0.061
-0.050 -0.131 -0.100
0.163 0.333 0.371
-0.070 -0.479 -0.121
-1.401 0.511 -1.102
-0.556 -0.611 0.919
-0.492 -0.898 0.902
0.912 0.197 -0.075
0.207 -0.107 -0.402
0.192 0.145 0.205
0.490 0.333 0.006
0.082 0.395 -0.219
-0.004 -0.174 -0.176
0.757 -0.162 0.155
-0.715 0.318 0.317
0.060 0.126 -0.415
0.264 0.529 0.106
0.245 -0.206 -0.126